221
Properties=species:S:1:pos:R:3 method="wB97M-V/def2-TZVPD" total_charge=0 spin_multiplicity=1 e_lumo_ev=0.5 orbital_gap_ha=0.3374 e_above_lowest_ev=1.130 homo_energy_ha=-0.3190
C 9.262 -0.155 1.837
C 8.723 0.036 3.265
C 7.810 1.184 3.452
O 6.535 0.936 2.976
C 5.569 1.913 3.255
N 8.295 -1.247 3.756
H 9.949 -1.001 1.863
H 9.609 0.739 1.344
H 8.346 -0.472 1.285
H 9.524 0.380 3.894
H 8.197 2.094 2.988
H 7.719 1.472 4.501
H 5.743 2.865 2.810
H 5.638 2.173 4.310
H 4.590 1.494 3.007
H 8.045 -1.132 4.726
H 7.584 -1.661 3.179
C -0.660 -0.842 6.156
C -1.229 0.362 5.400
C -0.780 0.451 3.963
O 0.657 0.455 3.700
C 1.210 1.715 4.059
N -2.686 0.369 5.504
H -0.996 -1.780 5.714
H -0.929 -0.849 7.216
H 0.420 -0.883 6.040
H -0.768 1.236 5.857
H -1.215 1.372 3.569
H -1.223 -0.395 3.477
H 0.541 2.449 3.646
H 2.208 1.818 3.628
H 1.315 1.978 5.120
H -3.075 1.315 5.475
H -2.909 -0.080 6.381
C -3.717 1.339 -5.822
C -2.753 0.305 -5.283
C -2.068 0.855 -4.011
O -1.513 2.129 -4.084
C -0.426 2.233 -5.011
N -3.409 -1.001 -4.916
H -3.213 2.252 -6.143
H -4.493 1.562 -5.078
H -4.325 0.891 -6.615
H -2.071 0.134 -6.116
H -1.231 0.195 -3.690
H -2.749 0.930 -3.157
H -0.779 2.367 -6.018
H 0.176 1.296 -4.973
H 0.252 3.073 -4.721
H -4.164 -0.785 -4.283
H -2.731 -1.510 -4.335
C 3.670 5.214 0.434
C 2.285 5.219 -0.207
C 2.428 5.008 -1.734
O 3.162 6.029 -2.356
C 2.327 7.124 -2.706
N 1.440 4.196 0.458
H 4.395 5.806 -0.068
H 4.013 4.170 0.282
H 3.635 5.358 1.502
H 1.817 6.161 0.024
H 1.445 4.996 -2.212
H 3.015 4.109 -1.885
H 1.689 7.387 -1.855
H 1.782 6.654 -3.538
H 2.845 8.011 -2.976
H 1.761 3.272 0.195
H 0.474 4.221 0.146
C 1.853 -1.490 -6.701
C 2.071 -2.428 -5.575
C 1.135 -2.041 -4.368
O 1.535 -0.808 -3.857
C 2.756 -0.751 -3.136
N 1.952 -3.875 -5.994
H 0.801 -1.516 -6.993
H 2.387 -1.743 -7.601
H 2.118 -0.482 -6.431
H 3.096 -2.309 -5.192
H 1.188 -2.850 -3.643
H 0.166 -1.744 -4.763
H 2.698 -1.590 -2.410
H 2.658 0.146 -2.529
H 3.691 -0.884 -3.715
H 2.432 -4.097 -6.852
H 0.947 -4.068 -6.127
C -7.692 -0.011 0.093
C -6.425 -0.254 -0.762
C -6.649 -1.115 -2.002
O -7.276 -2.333 -1.718
C -7.344 -3.237 -2.831
N -5.834 1.048 -1.186
H -7.426 0.720 0.865
H -8.129 -0.854 0.608
H -8.549 0.427 -0.436
H -5.681 -0.712 -0.124
H -5.668 -1.365 -2.442
H -7.170 -0.611 -2.823
H -7.734 -2.755 -3.719
H -7.992 -4.082 -2.604
H -6.339 -3.613 -3.032
H -5.603 1.602 -0.357
H -6.530 1.535 -1.726
C -2.155 -4.360 -4.904
C -2.455 -4.136 -3.419
C -2.148 -5.434 -2.618
O -0.747 -5.652 -2.695
C -0.415 -6.902 -2.117
N -1.862 -2.948 -2.835
H -1.130 -4.686 -5.018
H -2.203 -3.436 -5.470
H -2.780 -5.184 -5.276
H -3.545 -3.960 -3.255
H -2.713 -6.263 -3.011
H -2.369 -5.143 -1.607
H -0.816 -6.900 -1.124
H 0.661 -6.939 -2.127
H -0.803 -7.679 -2.763
H -2.237 -2.924 -1.904
H -0.860 -3.033 -2.710
C 4.946 -4.249 0.598
C 5.718 -3.051 0.965
C 5.714 -2.041 -0.144
O 6.599 -2.488 -1.168
C 6.581 -1.710 -2.344
N 5.146 -2.407 2.167
H 3.870 -4.116 0.547
H 5.047 -5.011 1.403
H 5.336 -4.720 -0.300
H 6.767 -3.373 1.034
H 6.069 -1.060 0.247
H 4.722 -1.869 -0.585
H 6.782 -0.639 -2.109
H 5.659 -1.724 -2.905
H 7.433 -1.994 -2.997
H 5.288 -2.943 3.012
H 5.422 -1.432 2.256
C -3.292 5.844 -3.555
C -2.568 5.503 -2.318
C -2.587 6.502 -1.133
O -3.850 6.408 -0.492
C -3.930 7.261 0.622
N -2.771 4.157 -1.756
H -3.041 5.159 -4.378
H -3.036 6.850 -3.924
H -4.391 5.818 -3.487
H -1.492 5.498 -2.576
H -2.419 7.518 -1.498
H -1.742 6.308 -0.447
H -3.022 7.121 1.246
H -4.805 6.901 1.186
H -3.999 8.343 0.406
H -2.370 3.462 -2.357
H -3.721 3.926 -1.626
C -0.353 -3.480 0.519
C -1.473 -3.456 1.634
C -2.820 -4.011 1.137
O -3.230 -3.347 -0.052
C -4.556 -3.594 -0.449
N -1.059 -4.261 2.772
H -0.402 -4.423 0.024
H 0.607 -3.276 1.003
H -0.480 -2.635 -0.197
H -1.680 -2.408 1.838
H -3.596 -3.857 1.884
H -2.752 -5.092 0.965
H -4.796 -4.669 -0.445
H -4.731 -3.241 -1.471
H -5.232 -3.109 0.268
H -0.101 -4.025 2.968
H -1.644 -4.090 3.557
C -2.406 0.096 -0.330
C -1.023 0.397 0.182
C 0.033 0.312 -0.975
O 1.311 0.746 -0.666
C 1.968 0.020 0.392
N -1.088 1.765 0.780
H -2.445 -0.822 -0.928
H -2.775 0.927 -0.932
H -3.054 -0.034 0.527
H -0.722 -0.338 0.938
H -0.332 1.027 -1.747
H 0.101 -0.720 -1.352
H 2.058 -1.055 0.131
H 1.415 0.050 1.297
H 2.936 0.515 0.482
H -0.201 1.985 1.203
H -1.060 2.443 0.022
C -4.943 1.505 3.087
C -4.651 2.788 2.368
C -3.412 3.521 2.834
O -3.518 3.826 4.237
C -2.716 4.914 4.625
N -4.591 2.533 0.904
H -4.139 0.747 3.031
H -5.783 0.942 2.668
H -5.129 1.663 4.138
H -5.552 3.414 2.518
H -3.366 4.501 2.339
H -2.550 2.913 2.552
H -1.658 4.782 4.364
H -2.819 4.962 5.720
H -3.024 5.854 4.115
H -3.855 1.879 0.658
H -4.377 3.439 0.508
C 2.704 -4.706 4.572
C 2.111 -3.331 4.736
C 2.953 -2.473 5.740
O 4.313 -2.586 5.395
C 5.171 -1.917 6.244
N 1.879 -2.651 3.451
H 3.636 -4.640 4.000
H 2.054 -5.382 3.998
H 2.908 -5.216 5.507
H 1.158 -3.476 5.251
H 2.810 -2.794 6.759
H 2.590 -1.451 5.558
H 5.068 -2.280 7.279
H 5.081 -0.805 6.203
H 6.189 -2.166 5.902
H 1.401 -1.762 3.570
H 2.724 -2.432 2.934